{"formula": "C10H16O", "method": "wB97M-V/def2-TZVPD", "species": ["H", "C", "H", "H", "C", "O", "H", "H", "H", "C", "C", "C", "C", "H", "H", "H", "H", "C", "H", "C", "H", "C", "H", "C", "H", "H", "H"], "positions_angstrom": [[-4.4563, -0.0663, -0.6088], [-2.5333, 0.4547, -0.6725], [2.1992, 0.3777, 2.2611], [-3.6473, 0.4478, 1.0833], [-1.2087, -2.4162, 0.3714], [-0.0569, 0.0468, -1.8804], [1.6935, 2.4958, 0.0825], [-2.4697, 0.1985, -1.7431], [1.8929, -2.0293, -0.2051], [-0.1757, -0.1321, -0.4443], [-0.6049, -1.4471, 0.0209], [-3.6773, 0.3717, -0.0177], [1.2307, 0.1892, 0.2469], [1.7800, 1.4407, -1.4194], [2.9891, 1.2755, -0.1979], [2.1464, -0.7260, -1.3133], [-0.8812, 1.8676, -0.6616], [1.1984, 0.1281, 1.7686], [0.2367, -0.8842, -2.1297], [1.9786, 1.4676, -0.2844], [-1.4334, 1.2409, 0.9565], [-1.2692, 0.9491, -0.0873], [0.8537, -0.8491, 2.0112], [2.1764, -0.9718, -0.2159], [3.1696, -0.9508, 0.1559], [-1.6657, -3.3341, 0.8272], [0.5344, 0.8552, 2.0958]], "atomic_forces_ev_per_a": [[-0.9, 0.0, 0.5], [-0.1, 0.9, -0.9], [-1.2, -0.6, -0.9], [-0.6, 0.3, -0.7], [-0.7, -2.3, 1.3], [0.6, -3.3, 0.7], [0.1, -1.3, 0.0], [-0.2, 0.2, 0.6], [-0.7, 0.3, 0.7], [0.9, 2.7, 1.4], [-0.5, 0.5, -0.9], [0.9, -0.8, 0.3], [1.5, -0.9, 0.1], [0.3, 0.4, 1.6], [2.2, 0.0, 0.5], [1.1, -0.6, 0.6], [-0.7, -1.1, 0.9], [1.6, 0.3, -0.6], [-0.5, 1.9, -0.3], [-3.5, 0.2, -2.2], [0.5, -0.4, -0.1], [1.1, 0.6, -1.1], [-0.2, -0.7, 0.8], [-1.3, 0.5, -2.8], [0.9, 0.5, 0.4], [0.8, 1.6, -1.0], [-1.4, 1.3, 1.1]], "nbo_charge": [0.205, -0.157, 0.214, 0.197, -0.184, -0.705, 0.217, 0.210, 0.223, 0.171, -0.075, -0.422, -0.013, 0.227, 0.210, 0.199, 0.233, -0.614, 0.480, -0.627, 0.221, -0.452, 0.217, -0.640, 0.215, 0.254, 0.201], "relative_energy_kj_mol": 448.15, "homo_lumo_gap_ev": 10.23, "molar_mass_g_mol": 152.24, "smiles": "C#C[C@@](O)(CC=C)C(C)(C)C", "total_charge": 0, "lumo_ha": 0.03012}

***

{"formula": "C10H16O", "method": "wB97M-V/def2-TZVPD", "species": ["H", "C", "H", "C", "C", "H", "C", "H", "H", "H", "H", "H", "C", "H", "H", "C", "C", "C", "O", "H", "H", "C", "H", "H", "C", "H", "H"], "positions_angstrom": [[3.7955, 1.4708, -3.0167], [0.5129, 0.9146, 0.4817], [-2.3842, -0.6932, -1.9491], [-1.2241, -0.7868, 1.8331], [2.4186, -0.3092, -3.3423], [-3.5990, -1.9539, -1.6571], [0.3749, 1.0393, 1.8246], [-2.3569, -2.6057, 0.3714], [1.2015, 1.5720, -0.0290], [-0.7859, 0.3248, 3.5690], [-3.5137, -0.4550, -0.7769], [2.4958, 1.5137, -1.9181], [-1.8340, -1.9803, -0.3738], [2.8189, -0.9387, -2.5512], [1.3528, -0.4927, -3.4245], [-2.9190, -1.2760, -1.1727], [-1.0381, -0.9615, 0.4299], [-0.2003, -0.0875, -0.1800], [1.1356, 1.8515, 2.6372], [-1.2316, -2.6699, -0.9542], [2.6203, -0.3690, -4.4308], [2.7745, 1.1351, -2.8998], [-2.0032, -1.3974, 2.2865], [-0.1306, -0.2042, -1.2650], [-0.5702, 0.2042, 2.5209], [2.1092, 1.8491, -3.4427], [0.7157, 2.6942, 2.8543]], "atomic_forces_ev_per_a": [[0.3, -0.4, -0.4], [0.4, 0.1, -0.3], [-0.3, -0.5, -0.2], [-0.6, -0.3, -1.2], [-0.2, 1.7, 0.1], [-0.2, -0.4, -0.3], [-1.7, -1.0, 2.4], [0.3, 0.0, -0.2], [0.0, 0.0, -0.2], [0.3, 0.2, 0.2], [0.1, -0.4, 1.2], [0.0, -1.1, 0.7], [-1.2, 0.4, 2.2], [0.4, -0.9, -1.0], [-0.5, 0.3, 0.8], [1.0, 1.0, -1.8], [-0.3, -0.4, 1.2], [0.4, 0.2, -1.5], [0.6, 0.6, -0.3], [0.2, 0.2, -0.4], [1.1, -0.7, 0.9], [-2.0, 1.5, -0.7], [0.3, 0.0, 0.3], [0.4, 0.3, 0.2], [0.6, 0.1, -1.1], [0.8, -0.4, -0.4], [-0.1, -0.3, -0.2]], "nbo_charge": [0.208, -0.268, 0.198, -0.198, -0.629, 0.209, 0.288, 0.201, 0.222, 0.219, 0.219, 0.202, -0.419, 0.220, 0.203, -0.608, -0.025, -0.197, -0.710, 0.220, 0.220, -0.620, 0.207, 0.205, -0.249, 0.198, 0.485], "relative_energy_kj_mol": 179.91, "homo_lumo_gap_ev": 9.68, "molar_mass_g_mol": 152.24, "smiles": "CCc1ccc(O)cc1.CC", "total_charge": 0, "lumo_ha": 0.03192}

***

{"formula": "C10H16O", "method": "wB97M-V/def2-TZVPD", "species": ["H", "C", "C", "H", "C", "C", "H", "H", "H", "H", "H", "H", "H", "H", "C", "C", "C", "H", "H", "H", "C", "H", "H", "C", "C", "H", "O"], "positions_angstrom": [[-0.0565, -2.7537, 2.7903], [1.7943, 1.6181, -1.5798], [0.4406, 1.4189, 0.3301], [-1.4044, 2.6302, -2.0331], [-0.9103, -3.0497, 2.2127], [0.6550, 2.0971, -2.2654], [3.7785, 1.8010, 0.6552], [0.7739, 2.1802, -3.3989], [-1.7761, 1.7721, 0.1067], [-0.5486, -3.9938, 1.8492], [2.5756, 0.9472, 1.7133], [-1.7857, -3.1457, 2.8055], [2.6958, 1.3036, -2.1689], [-1.6668, -1.1698, 1.6571], [-0.5536, 2.2532, -1.6440], [-0.7354, 1.8080, -0.3299], [-0.6986, -1.6996, -0.2240], [0.3693, -1.6545, -0.0058], [-2.6037, -3.5579, 0.4185], [0.2858, 1.3344, 1.4462], [2.9530, 1.0767, 0.6916], [-0.8401, -2.4185, -0.9827], [3.3530, 0.1334, 0.3315], [-1.4119, -2.1095, 1.0625], [1.6906, 1.4193, -0.1275], [-0.6937, -0.7015, -0.4928], [-2.7247, -2.7127, 0.8188]], "atomic_forces_ev_per_a": [[0.3, 1.0, 0.4], [-0.7, -0.2, 0.9], [-2.9, 0.8, 4.3], [-2.3, 1.2, -2.1], [1.3, 0.6, -1.8], [2.6, -1.0, -2.0], [-0.6, 0.1, -0.1], [-0.4, 0.3, 1.7], [1.6, 0.1, -0.2], [-0.4, -0.9, -0.5], [0.6, 0.0, 0.0], [-0.4, -0.4, 0.8], [-0.8, 0.7, 0.8], [0.2, -0.9, -1.0], [0.4, -1.4, 2.9], [0.4, 0.3, -1.1], [1.9, -1.8, 2.5], [0.5, -0.9, 0.2], [0.3, -0.9, -0.5], [0.4, -0.5, -1.1], [-1.4, 0.0, -0.1], [-0.3, -0.5, -1.1], [0.1, -0.2, 0.1], [-1.8, 0.8, 2.1], [3.1, 0.0, -4.0], [-1.7, 1.9, -0.9], [0.1, 1.9, -0.2]], "nbo_charge": [0.204, -0.199, -0.239, 0.208, -0.628, -0.222, 0.226, 0.218, 0.229, 0.193, 0.215, 0.227, 0.215, 0.168, -0.225, -0.200, -0.651, 0.213, 0.454, 0.204, -0.627, 0.212, 0.219, 0.104, -0.022, 0.240, -0.735], "relative_energy_kj_mol": 264.01, "homo_lumo_gap_ev": 9.93, "molar_mass_g_mol": 152.24, "smiles": "Cc1ccccc1.CC(C)O", "total_charge": 0, "lumo_ha": 0.03206}

***

{"formula": "C10H16O", "method": "wB97M-V/def2-TZVPD", "species": ["C", "H", "C", "C", "C", "C", "H", "C", "H", "C", "H", "H", "H", "H", "C", "O", "C", "H", "H", "C", "H", "H", "H", "H", "H", "H", "H"], "positions_angstrom": [[1.6474, -0.4129, -1.6528], [-3.4413, -1.3739, 1.6929], [-0.3695, 0.0021, 1.8699], [-1.4356, -0.8126, 2.2372], [-2.5803, -0.7670, 1.4678], [0.5188, 0.3051, -2.4522], [0.1847, 1.6493, 0.4762], [-1.8382, 1.2825, 0.4244], [0.9971, 0.9573, -3.2219], [-2.8434, 0.3535, 0.6669], [0.9664, -0.0026, 3.6122], [-2.0302, 2.1041, -0.2485], [3.2627, 0.7929, -2.1283], [-1.2938, -1.4223, 3.1360], [3.1325, -0.2864, -2.1197], [-4.1396, 0.4391, 0.2073], [0.9536, -0.3510, 2.5420], [-0.0719, 0.8253, -1.6949], [1.8702, -0.0392, 2.1140], [-0.5728, 1.0402, 1.0049], [-4.1652, 0.8432, -0.6633], [1.0287, -1.4458, 2.6614], [3.8079, -0.7507, -1.4053], [-0.0530, -0.4352, -3.0281], [3.2978, -0.8018, -3.0618], [1.6615, -0.2064, -0.5797], [1.5056, -1.4869, -1.8566]], "atomic_forces_ev_per_a": [[0.9, -1.9, -0.9], [-0.1, -0.4, 0.0], [1.5, -0.2, 1.0], [-0.1, 0.0, -0.5], [-0.8, 0.9, 1.3], [1.7, -0.1, -0.1], [0.2, -0.4, 1.2], [-0.4, -1.1, 0.5], [-0.6, 0.1, 0.7], [0.3, -0.3, -0.1], [-0.1, 0.0, -0.9], [0.2, 0.2, 0.0], [1.0, 0.1, -0.5], [-0.3, -0.4, -0.7], [-1.4, 0.8, 0.4], [0.3, 0.0, -0.1], [-0.9, -0.6, 1.9], [-0.3, 0.2, -0.8], [0.7, 0.7, -0.8], [-0.4, 1.0, -2.4], [0.1, 0.2, 0.0], [-0.1, 0.3, -0.3], [0.0, 0.1, 0.2], [-0.1, 0.3, 0.4], [0.0, 0.5, -0.3], [-0.5, -0.1, -0.2], [-0.5, 0.1, 1.0]], "nbo_charge": [-0.396, 0.222, -0.047, -0.181, -0.249, -0.625, 0.216, -0.281, 0.202, 0.285, 0.216, 0.212, 0.196, 0.215, -0.603, -0.682, -0.629, 0.217, 0.219, -0.208, 0.479, 0.214, 0.206, 0.211, 0.201, 0.196, 0.193], "relative_energy_kj_mol": 178.45, "homo_lumo_gap_ev": 9.38, "molar_mass_g_mol": 152.24, "smiles": "Cc1ccc(O)cc1.CCC", "total_charge": 0, "lumo_ha": 0.03094}

***

{"formula": "C10H16O", "method": "wB97M-V/def2-TZVPD", "species": ["H", "C", "H", "C", "C", "C", "C", "C", "H", "H", "C", "H", "C", "H", "H", "H", "H", "H", "C", "H", "H", "H", "O", "H", "H", "H", "C"], "positions_angstrom": [[1.0645, -0.2399, -3.1713], [0.9119, 1.8453, 1.1836], [-0.3844, -1.2868, -4.8576], [-0.2135, -0.6729, 1.8556], [1.4049, 0.6620, 0.6075], [-2.1191, -1.6787, -3.5971], [-0.5895, 0.5184, 2.5303], [-0.5722, -1.5870, -3.8277], [3.3296, 0.0789, -0.2186], [0.1780, -1.0475, -1.9139], [0.7717, -0.5897, 0.9346], [1.2905, 2.8298, 0.9516], [-0.0437, 1.7719, 2.1584], [2.0470, 0.3769, -1.4063], [-2.3269, -2.6895, -3.2453], [-2.3468, -1.0119, -2.7640], [-0.3546, 2.7430, 2.5152], [2.8281, 1.6561, -0.6294], [0.0528, -0.5647, -2.8894], [1.1682, -1.4513, 0.4122], [-0.7354, -1.6161, 2.0136], [-0.1850, -2.5699, -3.6692], [-1.4267, 0.5229, 3.5300], [-2.6817, -1.4322, -4.4871], [-1.9256, -0.3116, 3.6163], [-0.5193, 0.3575, -2.7986], [2.4349, 0.6664, -0.4412]], "atomic_forces_ev_per_a": [[-0.1, -0.3, -0.3], [-0.2, -0.3, 0.8], [0.1, -0.2, -0.1], [-0.2, -0.3, -0.4], [-0.3, -0.4, -0.5], [1.3, -0.2, 0.6], [-0.2, 0.0, 0.3], [-1.2, 1.0, -0.4], [-0.3, -0.4, 0.1], [-0.3, 0.3, 0.2], [0.7, 0.3, -0.1], [0.2, -0.1, -0.3], [0.7, 0.8, -0.9], [-0.3, -0.6, -0.2], [-0.4, 0.0, -0.3], [-0.5, 0.1, -0.2], [-0.5, -0.4, 0.7], [0.0, 0.5, 0.2], [0.9, -0.2, 0.3], [-0.3, -0.2, 0.1], [0.2, 0.2, 0.3], [0.7, -0.5, 0.0], [-0.6, -0.1, 0.0], [-0.2, 0.0, 0.0], [0.3, 0.1, 0.1], [-0.3, -0.1, 0.1], [1.0, 0.9, -0.1]], "nbo_charge": [0.201, -0.183, 0.208, -0.241, 0.197, -0.605, 0.447, -0.402, 0.271, 0.176, -0.151, 0.252, -0.181, 0.280, 0.209, 0.191, 0.266, 0.245, -0.606, 0.251, 0.253, 0.203, -0.533, 0.223, 0.519, 0.208, -0.697], "relative_energy_kj_mol": 51.78, "homo_lumo_gap_ev": [10.13, 6.53], "molar_mass_g_mol": 152.24, "total_charge": 1, "s_squared": 0.767, "multiplicity": 2, "lumo_ha": [-0.13866, -0.27404]}

***

{"formula": "C10H16O2", "method": "wB97M-V/def2-TZVPD", "species": ["C", "C", "H", "C", "C", "H", "H", "H", "C", "H", "H", "H", "H", "H", "O", "O", "C", "H", "H", "H", "H", "H", "C", "C", "C", "C", "H", "H"], "positions_angstrom": [[1.7306, -1.9888, -0.9177], [0.5164, -0.8148, 1.5130], [-0.5502, 3.6652, -0.6590], [0.2232, -2.0631, -0.6311], [-0.3283, -1.4487, 0.4154], [-0.9401, 3.5681, -2.4418], [2.5930, -2.2478, 1.1247], [-2.0980, -2.0926, 0.0733], [1.8179, -0.3964, 0.9109], [0.8031, -1.4817, 2.2732], [0.1415, 0.2062, 1.8423], [2.3993, 0.1986, 1.7180], [0.7972, 3.3541, -1.7338], [3.5263, -1.4112, -0.0288], [-1.6494, 1.0800, -0.7647], [-1.6898, -1.5555, 0.7232], [-0.3255, 3.1084, -1.5488], [-0.3733, -2.5094, -1.3960], [1.9388, -1.3692, -1.7788], [0.4871, 1.2609, -0.8407], [-0.4882, 0.9864, -2.2561], [-2.4208, 2.3170, 2.4988], [-2.0785, 1.9374, 1.4961], [-0.4716, 1.6141, -1.3828], [2.4945, -1.5431, 0.2708], [-1.9230, 1.5422, 0.3802], [2.1351, -3.0759, -1.1092], [1.7747, 0.4312, 0.2602]], "atomic_forces_ev_per_a": [[-0.7, -3.4, 0.2], [-0.9, 2.8, -1.9], [-0.4, 0.1, 0.6], [1.2, 1.0, -0.2], [-0.7, -1.1, 1.2], [1.1, -1.0, 1.8], [-0.3, -0.5, -0.9], [-0.7, -0.8, -1.1], [2.2, 2.1, 1.8], [-0.5, -0.9, 1.4], [-0.5, -1.8, 0.2], [-0.3, -1.7, -0.7], [-1.9, -0.6, 0.0], [0.3, 0.6, 0.0], [0.0, 0.0, -1.2], [1.8, 1.2, 0.9], [0.6, 1.2, -2.6], [-0.5, -0.4, -0.3], [0.1, 0.1, -0.3], [-1.8, 0.4, -0.3], [0.3, 0.5, -1.0], [0.8, -0.7, -1.9], [-1.1, 1.1, 2.6], [2.3, -1.1, 0.5], [1.5, -0.3, 1.5], [-0.1, 0.4, 1.4], [-0.9, 1.9, -0.3], [-0.8, 0.8, -1.4]], "nbo_charge": [-0.408, -0.477, 0.236, -0.329, 0.343, 0.215, 0.195, 0.471, -0.379, 0.220, 0.245, 0.203, 0.225, 0.211, -0.483, -0.681, -0.654, 0.199, 0.205, 0.178, 0.202, 0.254, -0.424, -0.073, -0.414, 0.322, 0.208, 0.189], "relative_energy_kj_mol": 441.63, "homo_lumo_gap_ev": 9.40, "molar_mass_g_mol": 168.24, "smiles": "OC1=CCCCC1.C#COCC", "total_charge": 0, "lumo_ha": 0.03195}